{"formula": "C33H91F6N6O14", "method": "the ωB97M-V functional and the def2-TZVPD basis", "homo_lumo_gap_ev": 6.336, "charge": -1, "relative_energy_kj_mol": 3323.9, "total_energy_ev": -89568.075, "lumo_energy_ev": 1.88, "e_homo_ev": -4.46, "elements": ["H", "O", "H", "H", "H", "H", "H", "H", "H", "H", "H", "H", "H", "H", "H", "H", "O", "H", "H", "N", "H", "H", "H", "O", "C", "C", "H", "C", "C", "H", "H", "H", "H", "O", "H", "C", "H", "N", "F", "C", "H", "H", "H", "H", "C", "H", "H", "C", "H", "H", "H", "H", "H", "H", "C", "H", "C", "C", "H", "H", "N", "H", "F", "F", "C", "C", "H", "H", "O", "N", "H", "H", "H", "C", "C", "H", "H", "C", "O", "H", "H", "H", "H", "H", "O", "H", "H", "H", "H", "C", "H", "C", "H", "C", "H", "N", "H", "C", "F", "H", "H", "C", "H", "C", "H", "C", "C", "C", "H", "H", "H", "H", "F", "C", "H", "C", "H", "N", "H", "H", "O", "O", "C", "F", "H", "H", "H", "H", "H", "O", "H", "C", "H", "H", "O", "C", "H", "H", "C", "O", "H", "H", "H", "H", "H", "C", "H", "C", "O", "O"], "positions_angstrom": [[0.43, 2.47, 4.11], [3.83, 1.27, 0.31], [-0.25, 0.51, -4.02], [-1.56, -4.74, -3.62], [-2.48, 1.96, -0.04], [-0.12, -0.35, 3.37], [-2.24, -2.38, -4.13], [3.62, -0.83, 0.11], [-1.38, -3.24, -0.25], [5.16, -0.74, 4.07], [-5.50, -5.01, -1.94], [4.48, 0.64, 2.16], [-4.81, -0.99, -5.23], [3.02, -0.18, 1.14], [1.56, -0.48, 2.13], [6.27, -0.86, -2.77], [5.31, -0.68, 3.13], [1.58, 0.93, -0.50], [-4.38, 2.75, -1.96], [1.94, -0.70, 6.13], [-0.16, 4.59, 1.01], [1.12, 0.76, 3.82], [3.17, 1.92, 0.10], [-3.56, 2.33, -1.71], [-0.18, 3.62, 0.50], [-2.09, 1.69, 2.67], [-0.31, 2.86, 1.27], [0.09, 3.07, 3.27], [5.24, -0.63, -3.06], [1.35, 2.53, -1.58], [-3.96, 1.18, -3.76], [-1.55, 1.39, 1.76], [1.93, -1.38, 6.88], [-3.06, 0.22, -5.31], [-2.82, 0.04, -3.25], [2.17, 3.29, 0.03], [-2.54, 2.58, -2.20], [0.75, 2.24, -2.33], [-3.51, 0.06, -1.27], [-0.46, 1.42, -4.59], [0.86, 1.21, 1.06], [-0.12, -2.99, 1.03], [5.18, 0.17, -3.80], [3.84, -2.17, 2.87], [-1.82, -2.63, -3.16], [4.78, -1.52, -3.49], [2.28, -4.28, 2.55], [1.14, -1.19, 4.93], [6.06, 0.51, -0.81], [-3.12, -2.50, 0.86], [0.10, -4.21, -0.25], [1.44, 1.91, -2.99], [-3.89, -1.61, -0.45], [-0.51, -4.13, -2.34], [-3.46, 2.34, -0.32], [-1.19, 1.40, -0.31], [-1.85, 1.90, -4.08], [-4.74, -4.28, -1.64], [0.53, 2.55, 2.41], [1.50, 0.10, 6.58], [-0.92, -1.55, -2.79], [-1.88, 2.71, 4.93], [-2.32, -1.63, -0.55], [2.83, 5.37, -0.83], [1.98, -1.99, 3.89], [-1.49, 3.04, 3.11], [4.94, -1.80, -0.58], [2.01, -3.93, -1.11], [-5.24, -2.37, 1.03], [5.22, 0.93, -1.16], [0.15, 1.49, -2.01], [-0.63, 1.18, -5.64], [-0.60, -1.76, -1.86], [-3.75, -1.03, -5.48], [4.17, -1.21, 2.48], [-1.44, -0.70, -2.62], [-2.70, -2.91, -1.17], [1.97, -0.48, 1.12], [-0.12, -0.24, -0.09], [-3.13, 1.84, 2.40], [-3.39, -1.83, -4.83], [2.63, -1.39, 3.25], [4.27, -1.30, 1.39], [0.21, 3.03, -2.66], [1.06, -2.62, 3.00], [-2.19, -1.30, 3.82], [-1.55, 2.64, -0.97], [-4.18, -4.68, -0.80], [-5.48, -3.53, -1.35], [-0.32, -3.23, -0.02], [3.16, 1.84, 2.15], [-2.99, 0.77, -4.04], [-1.80, 3.80, 2.39], [-2.44, -0.58, 3.04], [-4.32, 1.80, 0.08], [-2.08, 3.50, 4.32], [3.66, -3.74, -0.38], [4.10, 1.54, 1.68], [2.25, 5.46, 1.16], [-0.30, 0.45, 4.89], [-3.76, -0.94, 1.17], [1.63, -3.53, 2.09], [-3.57, 3.37, 0.01], [1.07, 0.44, 0.32], [0.48, 4.08, 3.30], [4.45, -0.11, -1.82], [4.02, -1.25, -0.81], [2.73, -3.24, -0.65], [0.81, -4.06, 1.60], [0.28, 2.18, -4.34], [3.55, 0.37, -2.20], [-3.06, 3.34, 4.14], [-2.95, 0.12, 0.71], [-3.04, -2.72, -2.19], [-2.04, -0.84, 2.05], [-2.52, -0.27, -0.49], [2.09, 2.77, 0.99], [-1.70, 2.50, -2.75], [-1.48, 4.47, -0.98], [0.01, -1.42, -0.45], [2.83, 2.32, -0.84], [-0.72, 0.68, -2.13], [2.80, 4.67, 0.24], [4.03, 4.45, 0.69], [0.30, -1.79, 5.29], [-2.39, 3.63, 0.25], [2.22, -2.95, 1.38], [2.32, -2.88, 0.29], [-5.10, -2.71, 1.91], [3.04, -2.09, -1.42], [1.97, -1.54, 0.87], [-0.98, -3.88, -3.30], [-3.51, -0.53, 2.83], [4.88, 2.30, 1.78], [-1.90, 0.63, 3.56], [-1.19, 0.43, -0.81], [-3.67, -1.27, -6.54], [2.56, -2.70, 4.47], [-1.50, 3.56, -0.39], [0.15, -2.23, -0.93], [3.39, -0.46, 2.63], [-1.39, 1.67, -2.26], [-2.18, 2.70, -4.74], [-3.64, -1.81, -2.27], [-0.17, -3.81, -4.02], [-3.96, -1.85, 0.61], [4.84, 1.27, -0.29], [0.45, 0.01, 4.23], [0.87, 3.39, -0.47], [-3.86, -3.80, -2.66]]}

{"formula": "C45H61N2OP3PbSiTe", "method": "the ωB97M-V functional and the def2-TZVPD basis", "homo_lumo_gap_ev": 7.083, "total_energy_ev": -100968.929, "lumo_energy_ev": 0.44, "e_homo_ev": -6.64, "elements": ["H", "N", "H", "C", "H", "C", "H", "C", "H", "P", "C", "C", "Pb", "C", "C", "H", "H", "C", "H", "C", "C", "H", "N", "H", "C", "C", "H", "C", "H", "H", "H", "H", "H", "H", "H", "H", "C", "H", "C", "H", "H", "H", "H", "C", "C", "H", "C", "C", "C", "C", "C", "C", "P", "H", "C", "C", "H", "H", "H", "P", "H", "C", "C", "C", "C", "H", "C", "H", "H", "H", "C", "H", "H", "H", "Si", "H", "H", "H", "H", "Te", "H", "H", "H", "H", "H", "C", "C", "H", "C", "C", "H", "C", "O", "C", "H", "H", "C", "H", "H", "H", "C", "H", "H", "H", "H", "C", "C", "C", "H", "C", "C", "H", "H", "C", "H"], "positions_angstrom": [[-1.36, 5.36, -0.34], [-1.37, 0.08, -4.35], [1.25, -0.03, -2.45], [0.74, -2.43, 6.36], [4.17, -2.50, -2.97], [3.90, 0.70, 0.80], [-3.54, 2.71, 1.16], [2.18, 2.10, -0.08], [-4.39, -3.21, -1.38], [-0.87, -2.87, -0.32], [-0.81, -0.69, 3.58], [-3.52, -3.37, -0.74], [-1.27, 0.02, 0.24], [0.47, -4.43, 1.55], [0.59, 4.39, 2.51], [-3.09, 5.48, -0.03], [1.54, 6.31, 2.22], [0.77, -2.80, -1.15], [-4.19, 4.22, 1.81], [1.70, -1.84, -0.70], [4.19, -2.78, 2.83], [-3.62, -2.69, 0.11], [-0.90, -0.08, -2.22], [-2.00, -2.36, 2.91], [-5.54, -0.75, -3.43], [-1.98, 0.17, 4.07], [-3.09, -3.92, -3.32], [-2.25, -3.09, -1.55], [-1.77, 1.23, 3.94], [-0.01, 4.76, 3.35], [-0.62, -0.43, 2.54], [3.66, -1.04, -1.08], [0.67, -3.48, 2.04], [4.97, -3.45, 2.50], [-1.90, 5.11, 2.09], [5.21, 3.63, -0.27], [-1.89, -0.01, -3.10], [-1.36, -3.64, -3.46], [0.48, -0.93, 6.14], [-2.35, -2.07, -1.93], [-0.74, -6.57, 0.65], [-1.93, -5.90, -0.45], [-1.97, -5.03, -2.54], [0.28, -0.01, -2.94], [-1.19, -2.17, 3.63], [1.54, 2.85, 3.73], [2.54, 0.86, 0.47], [3.23, -2.35, 1.93], [4.17, -2.29, 4.12], [2.31, -3.55, -2.87], [-0.94, -5.75, -0.03], [0.01, 0.09, -4.26], [-0.58, 3.16, 1.76], [-6.20, -1.35, -4.04], [2.92, -1.77, -1.39], [-3.34, 3.54, 1.85], [4.94, -2.54, 4.83], [1.61, 5.25, 0.81], [-1.67, -4.32, 1.39], [0.74, -0.15, 4.45], [-0.36, -2.82, 3.38], [4.48, 2.86, -0.05], [-4.18, -0.75, -3.63], [-3.32, 0.00, -2.83], [3.22, -2.60, -2.46], [1.33, -4.65, 0.92], [-3.81, 0.83, -1.77], [-2.89, -0.07, 3.52], [2.46, 3.31, 2.30], [0.51, -2.67, 7.40], [-2.14, -3.99, -2.78], [2.53, -4.21, -3.70], [3.31, -2.69, 0.91], [0.73, -0.35, 8.21], [1.34, -0.62, 0.75], [0.41, -5.20, 2.32], [1.77, -2.71, 6.18], [1.04, 0.96, 7.07], [-5.63, 1.40, -0.78], [0.20, 2.72, -0.57], [-3.55, -4.39, -0.36], [-0.21, -5.82, -0.84], [-3.76, -1.38, -4.42], [0.39, -4.41, -2.53], [-7.12, 0.04, -2.19], [3.14, 3.07, -0.36], [1.82, 3.69, 3.09], [0.11, -3.06, 5.73], [-2.07, 4.27, 1.42], [-0.81, -4.42, 0.72], [3.09, -1.11, 5.52], [4.85, 1.67, 0.55], [-3.05, 1.56, -1.05], [3.11, -1.48, 4.51], [-2.18, -0.01, 5.13], [4.22, -0.22, 1.26], [2.07, -1.13, 3.64], [2.40, 4.39, 3.69], [5.88, 1.50, 0.83], [-0.59, -0.77, 6.25], [-5.23, 0.79, -1.58], [-3.26, 3.14, 2.86], [2.23, -0.31, 7.30], [2.84, 4.01, -0.81], [-2.44, 3.99, -0.70], [2.19, -1.47, 2.27], [0.98, 5.58, 1.63], [1.16, -0.11, 7.24], [0.11, 6.08, 1.21], [1.09, -3.65, -2.21], [-6.05, 0.03, -2.38], [-1.92, 0.21, -5.18], [-1.57, -2.45, 4.62], [-2.23, 4.81, 0.00], [0.65, 0.17, -5.12]]}

{"formula": "C20H43N2P3RuS", "method": "the ωB97M-V functional and the def2-TZVPD basis", "homo_lumo_gap_ev": [8.333, 4.759], "charge": 4, "relative_energy_kj_mol": 339.7, "multiplicity": 5, "total_energy_ev": -65655.515, "lumo_energy_ev": [-11.30, -15.36], "e_homo_ev": [-19.64, -20.12], "elements": ["C", "H", "C", "C", "C", "C", "H", "H", "C", "P", "H", "N", "C", "H", "H", "H", "C", "H", "H", "H", "C", "H", "C", "H", "H", "C", "C", "H", "H", "C", "H", "H", "H", "H", "H", "H", "C", "H", "C", "P", "H", "H", "C", "H", "C", "H", "H", "H", "C", "P", "H", "H", "H", "H", "H", "H", "H", "S", "H", "H", "N", "C", "H", "H", "H", "H", "Ru", "H", "C", "H"], "positions_angstrom": [[-1.16, 3.25, 1.08], [0.02, -0.89, -6.39], [0.19, -1.03, -5.33], [0.45, 2.45, 3.28], [-2.33, -2.16, -0.96], [3.35, -0.05, -0.75], [-3.89, 0.09, -1.47], [-3.38, -2.47, -0.97], [3.41, 0.99, 1.82], [2.20, 0.78, 0.43], [3.90, 0.03, 2.04], [0.00, 0.00, 5.42], [-3.06, 0.56, -0.94], [-2.00, -1.94, -1.98], [-3.57, -2.18, 1.38], [0.29, -3.18, -5.43], [0.26, 0.07, -4.47], [-4.41, -0.65, 1.05], [2.05, -0.22, 5.81], [4.18, 1.71, 1.53], [-1.05, 0.67, 6.17], [-0.89, 0.59, 7.26], [0.48, -0.09, -3.11], [1.49, 2.58, -1.02], [0.68, -3.48, -3.01], [0.34, -2.31, -4.78], [1.08, -0.68, 6.10], [0.81, 1.66, 3.94], [-2.36, 0.98, -1.66], [-3.45, -1.09, 1.34], [-2.23, 2.47, 3.76], [-1.45, 4.06, 1.75], [-3.44, 1.37, -0.32], [3.50, -1.09, -0.45], [-2.00, 3.00, 0.42], [1.31, 2.92, 2.80], [1.36, -4.26, -8.00], [-3.09, 1.55, 2.50], [0.56, -2.48, -3.42], [-0.69, 1.72, 2.00], [1.76, -2.26, -8.57], [2.92, 1.36, 2.73], [-2.18, 1.60, 3.10], [1.08, -1.75, 5.82], [0.63, -1.38, -2.55], [0.15, 1.08, -4.87], [-0.24, 1.07, -0.53], [4.32, 0.46, -0.73], [0.00, 0.00, 3.95], [-2.14, -0.67, 0.10], [2.93, 0.00, -1.75], [-0.33, 3.57, 0.45], [0.55, 0.76, -2.44], [0.00, -2.81, -8.73], [-3.19, -0.74, 2.34], [-2.03, 0.21, 5.93], [-1.07, 1.75, 5.90], [0.89, -1.70, -0.84], [0.98, -0.61, 7.21], [3.22, 2.77, -0.59], [0.00, 0.00, 2.69], [1.02, -3.05, -8.46], [2.38, -4.50, -7.72], [-2.11, 0.69, 3.71], [0.63, -5.05, -7.89], [-0.08, 3.20, 3.88], [0.00, 0.00, 0.69], [-1.70, -2.96, -0.58], [2.22, 2.50, -0.22], [1.93, 3.18, 0.58]]}

{"formula": "C21H12B3BrCl60O3", "method": "the ωB97M-V functional and the def2-TZVPD basis", "homo_lumo_gap_ev": 9.266, "total_energy_ev": -851534.530, "lumo_energy_ev": -0.30, "e_homo_ev": -9.57, "elements": ["H", "Cl", "C", "C", "Cl", "Cl", "C", "Cl", "C", "Cl", "Cl", "C", "Cl", "C", "C", "Cl", "Cl", "H", "C", "C", "Cl", "H", "Cl", "Br", "C", "Cl", "H", "C", "B", "Cl", "Cl", "Cl", "Cl", "H", "Cl", "Cl", "H", "Cl", "Cl", "Cl", "Cl", "C", "O", "Cl", "Cl", "Cl", "C", "Cl", "Cl", "Cl", "Cl", "C", "Cl", "Cl", "Cl", "C", "Cl", "Cl", "Cl", "Cl", "Cl", "Cl", "B", "H", "H", "C", "Cl", "Cl", "Cl", "H", "Cl", "C", "H", "Cl", "B", "C", "Cl", "Cl", "Cl", "Cl", "C", "Cl", "Cl", "Cl", "Cl", "H", "Cl", "C", "Cl", "Cl", "Cl", "O", "Cl", "Cl", "Cl", "O", "H", "C", "Cl", "Cl"], "positions_angstrom": [[0.05, -2.10, 0.63], [4.67, -1.72, 11.09], [-1.99, -13.34, 4.23], [7.72, 1.84, -4.17], [1.78, -0.52, -3.95], [-2.91, -2.99, -7.46], [0.21, -1.04, 0.41], [4.16, 5.06, 1.25], [-3.09, -8.14, 2.13], [-1.75, 9.47, -5.39], [-1.13, -14.88, 4.33], [-2.08, -0.84, -0.61], [5.79, -1.52, 8.44], [2.55, 4.93, 0.56], [-1.74, -0.14, 1.83], [-2.61, 2.89, -1.96], [7.41, 0.26, -3.43], [-4.49, -4.63, 0.36], [4.57, 6.39, 5.43], [4.62, 11.59, 6.77], [-3.11, -9.90, 2.04], [0.90, -0.62, 1.14], [7.53, 1.71, -5.92], [-0.18, -4.82, 4.01], [-4.76, -2.33, -3.72], [2.41, -2.29, 3.08], [-2.39, -1.87, -0.37], [-1.85, 7.81, -4.78], [-1.32, -3.63, 2.99], [-1.29, 6.70, -6.03], [4.78, 13.27, 6.27], [5.93, 7.12, 4.58], [5.16, 10.53, 5.47], [-2.62, 0.51, 1.80], [2.53, 5.66, -1.05], [-0.84, 7.65, -3.34], [-1.01, 0.35, 2.48], [-5.34, 3.56, 0.55], [1.38, 5.78, 1.58], [-3.11, -13.20, 5.58], [-0.23, 4.39, -2.61], [-1.72, -1.81, -8.02], [-2.29, -4.16, 2.19], [5.81, -4.05, 9.83], [-1.76, -7.52, 1.15], [3.32, -2.95, 8.86], [-6.41, 2.50, -0.37], [6.58, 3.02, -3.53], [2.09, 3.23, 0.43], [-0.46, 1.66, -3.42], [-2.09, 3.68, -4.68], [0.33, 2.11, -9.96], [-0.55, -2.60, -9.08], [-3.53, 7.44, -4.37], [-3.04, -2.57, -4.04], [-1.35, 3.16, -3.17], [-0.89, -1.13, -6.62], [1.25, 0.60, -10.00], [3.57, 1.39, -2.76], [-5.64, 0.93, -0.57], [-0.07, 2.51, -8.29], [3.24, 6.16, 4.30], [-2.10, -1.51, 2.49], [-2.99, -0.24, -0.69], [0.67, -0.95, -0.57], [3.91, -2.99, 3.67], [3.86, -4.74, 3.48], [-4.62, -7.50, 1.53], [-7.94, 2.31, 0.49], [-0.88, 0.75, 0.09], [-5.70, -3.23, -4.92], [-1.11, -0.27, 0.43], [-5.19, -1.72, 0.63], [-1.17, 1.90, -10.88], [-3.36, -3.31, 1.88], [-5.45, -2.77, 0.68], [5.59, 11.29, 8.21], [-6.70, 3.21, -1.96], [-0.84, -12.01, 4.27], [2.92, 11.24, 7.13], [4.90, -2.56, 9.55], [4.05, 7.44, 6.75], [-5.14, -2.91, -2.08], [-2.86, -7.65, 3.81], [5.27, -2.33, 2.75], [-6.50, -3.05, 0.62], [-5.14, -0.62, -3.81], [-4.47, -3.68, 0.89], [4.12, -2.59, 5.38], [9.37, 2.34, -3.80], [4.17, -1.43, -2.60], [-1.10, -2.29, 3.11], [4.37, -0.05, -5.13], [5.06, 4.82, 6.09], [-2.90, -13.28, 2.71], [-3.37, -2.06, 2.50], [-1.61, -0.87, -1.59], [3.48, -0.15, -3.62], [1.28, 3.41, -10.68], [-2.54, -0.51, -8.89]]}

{"formula": "CH2NO2", "method": "the ωB97M-V functional and the def2-TZVPD basis", "homo_lumo_gap_ev": [12.305, 7.266], "relative_energy_kj_mol": 43.5, "multiplicity": 2, "total_energy_ev": -6652.603, "lumo_energy_ev": [0.68, -3.72], "e_homo_ev": [-11.62, -10.98], "elements": ["C", "N", "H", "H", "O", "O"], "positions_angstrom": [[-0.12, 0.05, -0.03], [1.09, -0.80, 0.14], [1.06, -1.65, -0.41], [1.82, -0.26, -0.31], [0.10, 1.28, -0.11], [-1.25, -0.42, 0.09]]}